No. 1
Molecular formula: C23H19MoN5O8
Method: DFT, the ωB97M-V functional and the def2-TZVPD basis

```
56
Properties=species:S:1:pos:R:3:mulliken_charge:R:1
Mo -0.05 0.60 -0.24 -0.8923
O -0.32 0.10 4.34 -0.7279
C -0.42 -1.25 4.31 0.4811
C -0.79 -1.88 5.50 -0.7196
C -0.86 -3.25 5.56 -0.3065
C -0.57 -4.04 4.44 -0.8030
C -0.21 -3.42 3.27 -0.5497
C -0.14 -2.02 3.18 0.0330
C 0.20 -1.40 1.88 1.3864
O 0.12 -0.11 1.77 -0.6139
N 0.59 -2.15 0.88 -1.2991
N 0.87 -1.30 -0.16 1.2540
C 1.69 -1.72 -1.06 -0.5786
C 2.21 -0.65 -1.89 0.6737
C 3.22 -0.80 -2.83 -1.1489
C 3.78 0.34 -3.37 -0.2308
C 3.35 1.59 -2.93 -0.9835
C 2.32 1.66 -2.01 -0.0219
N 1.74 0.55 -1.52 0.9232
H 0.03 0.37 3.47 0.3948
H -1.00 -1.26 6.36 0.4518
H -1.15 -3.73 6.49 0.3770
H -0.63 -5.11 4.50 0.4006
H 0.00 -3.99 2.38 0.4570
H 2.08 -2.73 -1.03 0.5016
H 3.56 -1.79 -3.10 0.4695
H 4.58 0.26 -4.10 0.4491
H 3.79 2.50 -3.29 0.4390
H 1.95 2.60 -1.63 0.3342
O -0.31 2.98 -3.64 -0.6926
C -0.44 2.12 -2.81 -0.0144
O -0.34 2.24 -1.51 -0.2073
C -0.80 0.70 -3.17 0.7190
C -1.23 0.25 -4.41 -0.9627
C -1.79 -1.02 -4.49 -0.2959
C -2.01 -1.75 -3.32 -0.9545
C -1.56 -1.21 -2.13 0.5313
N -0.89 -0.07 -2.09 0.9179
C -1.98 -1.65 -0.74 0.0481
O -2.60 -2.66 -0.54 -0.6982
O -1.66 -0.72 0.13 -0.3535
H -1.14 0.91 -5.26 0.5455
H -2.13 -1.41 -5.44 0.4604
H -2.55 -2.68 -3.30 0.5471
N -1.65 1.75 0.83 -0.0463
C -1.57 3.22 0.93 -0.6870
C -0.31 3.66 1.65 -0.6997
C 0.96 3.28 0.92 0.6871
O 1.83 4.07 0.68 -0.6433
O 1.07 2.00 0.60 -0.4354
H -2.52 1.47 0.37 0.3111
H -1.68 1.33 1.75 0.3117
H -2.45 3.60 1.46 0.4670
H -1.58 3.62 -0.08 0.3481
H -0.27 3.23 2.66 0.2981
H -0.32 4.75 1.77 0.3479
```

The calculation puts the HOMO-LUMO gap (alpha / beta) at 6.893 / 6.895 eV. The HOMO energy (alpha / beta) comes out at -0.2893 / -0.2894 hartree.

=====

No. 2
Molecular formula: C6H4O
Method: DFT, the ωB97M-V functional and the def2-TZVPD basis

```
11
Properties=species:S:1:pos:R:3:mulliken_charge:R:1
C 0.04 0.20 -2.45 -0.6073
C -0.96 -0.51 -1.96 -0.1574
C -1.22 -0.84 -0.74 0.2684
C -1.03 -0.88 0.53 -0.4996
C -0.10 -0.26 1.23 0.6254
C 0.44 0.85 1.95 -0.1913
O 1.05 -0.49 1.87 -0.3431
H 0.22 0.52 -3.47 0.2752
H 0.79 0.51 -1.69 0.1711
H 0.04 1.10 2.93 0.2397
H 0.99 1.64 1.42 0.2188
```

The calculation puts the HOMO-LUMO gap at 8.653 eV. The HOMO energy comes out at -0.3112 hartree.

=====

Table of energy above the lowest of the compared OMol25 structures with the same formula, charge and spin (kcal/mol), in record order: 0.0, 126.1